Record 1
Formula: C2H5N5O
Source: the OMol25 dataset
Level of theory: the ωB97M-V functional and the def2-TZVPD basis

Each line ends with the natural charge from an NBO analysis.
CARTESIAN COORDINATES (ANGSTROEM)
C  -2.18324  -0.39903  -0.00332  -0.31
C  0.11367  -0.28638  -0.19616  0.61
H  -1.78719  -0.97519  0.97075  0.22
H  -2.31884  -1.40447  -0.61477  0.23
H  -3.03082  0.35007  -0.08044  0.22
H  2.34482  2.23191  -0.49630  0.42
H  0.87392  2.20457  1.26376  0.38
N  0.25969  -1.56013  -0.21979  -0.42
N  1.66560  -1.89766  0.07353  0.00
N  2.29036  -0.74609  -0.03294  -0.05
N  1.37495  0.30098  -0.39844  -0.13
N  1.36786  1.69508  -0.03032  -0.70
O  -0.97078  0.48634  -0.23555  -0.47

Output
* total charge: 0
* HOMO-LUMO gap: 9.0170 eV
* energy above the lowest of the compared OMol25 structures with the same formula, charge and spin: 7.133 eV
* E_HOMO: -9.65 eV
* largest force on an atom: 6.5 eV/Å

Record 2
Formula: C7H20B2O3S2
Source: the OMol25 dataset
Level of theory: the ωB97M-V functional and the def2-TZVPD basis

Each line ends with the natural charge from an NBO analysis.
CARTESIAN COORDINATES (ANGSTROEM)
C  -2.78322  -1.38576  2.63400  -0.64
C  -2.08249  -2.72631  2.51959  -0.06
O  -1.36416  -2.87704  1.29590  -0.72
B  -1.97079  -2.62727  0.09535  0.91
O  -3.18537  -3.25246  -0.19103  -0.93
B  -1.14643  -1.62338  -1.00308  0.25
S  -1.59693  0.13866  -1.12635  -0.18
C  0.03206  -2.21693  -1.85815  -0.91
S  0.78597  -1.22304  -3.16567  0.19
C  1.64834  0.00352  -2.15859  -0.54
C  1.73630  1.32278  -2.93285  -0.62
H  -2.10202  -0.56967  2.39052  0.22
H  -3.09435  -1.24840  3.67213  0.22
H  -3.68288  -1.32251  2.01951  0.20
H  -1.34385  -2.81300  3.31652  0.18
H  -2.78874  -3.55005  2.65465  0.18
H  -3.92327  -2.65163  -0.35165  0.50
H  -2.91755  -0.02942  -0.97041  0.14
H  -0.38119  -3.10667  -2.34849  0.27
H  0.80585  -2.61252  -1.18825  0.26
H  2.65743  -0.33835  -1.92281  0.21
H  1.11522  0.17843  -1.22494  0.22
H  0.81038  1.49986  -3.48121  0.22
H  1.91763  2.15313  -2.25309  0.22
H  2.53621  1.28489  -3.67466  0.20
C  2.57653  3.66265  1.80440  -0.63
C  2.43289  3.10498  0.40172  -0.06
O  1.30480  2.24612  0.27150  -0.73
H  2.65823  2.85145  2.52818  0.21
H  3.46245  4.29393  1.88432  0.21
H  1.70536  4.26525  2.07195  0.20
H  3.29706  2.49418  0.14094  0.18
H  2.36772  3.92167  -0.32617  0.16
H  0.51280  2.75291  0.47621  0.46

Output
* total charge: 0
* HOMO-LUMO gap: 8.3338 eV
* SMILES string: CCOB(O)B(S)CSCC.CCO
* E_HOMO: -8.03 eV
* largest force on an atom: 0.9 eV/Å

Record 3
Formula: C43H40N6O2S3Ti
Source: the OMol25 dataset
Level of theory: the ωB97M-V functional and the def2-TZVPD basis

Each line ends with the Mulliken spin population.
CARTESIAN COORDINATES (ANGSTROEM)
Ti  -0.41655  -0.26201  -0.14189  0.39
C  -4.01165  2.14709  0.85351  0.11
C  -3.40135  3.32449  1.32491  0.01
C  -2.04965  3.32479  1.52641  0.07
C  -1.30005  2.16839  1.23141  0.10
N  -1.89255  1.05209  0.68501  0.09
C  -3.21465  1.05939  0.55781  -0.04
C  0.05895  1.95919  1.58711  0.13
C  0.86475  2.83569  2.32761  0.22
C  2.02945  2.35869  2.91231  0.05
C  2.35855  1.02189  2.77061  0.27
C  1.59325  0.20359  1.91551  0.03
N  0.48895  0.69449  1.27381  0.00
C  1.93245  -1.12761  1.57501  0.12
C  2.89845  -1.89691  2.26971  0.15
C  3.27555  -3.12051  1.80091  0.00
C  2.69625  -3.57431  0.59881  0.16
C  1.70955  -2.80751  0.01671  -0.08
N  1.27575  -1.64001  0.47471  0.09
H  -5.07845  2.10109  0.69851  0.01
H  -3.99385  4.20669  1.53871  0.00
H  -1.53765  4.19289  1.91321  0.01
H  -3.67045  0.14629  0.18931  0.01
H  0.56255  3.86069  2.46571  0.01
H  2.65325  3.01279  3.50601  -0.02
H  3.23335  0.61849  3.25921  0.01
H  3.31295  -1.51181  3.19141  0.04
H  3.99915  -3.72931  2.32881  0.00
H  2.99935  -4.50781  0.14921  0.01
H  1.25535  -3.16221  -0.89849  0.01
O  -1.52935  -2.63571  3.61821  0.00
S  -1.98085  -1.51441  2.80411  -0.01
O  -3.39525  -1.20331  2.93361  0.00
N  -1.55225  -1.72551  1.23601  -0.01
C  -2.04285  -2.88421  0.72741  0.00
C  -2.91305  -3.73761  1.42111  0.00
C  -3.30325  -4.96841  0.92191  0.00
C  -2.87155  -5.40951  -0.30509  0.00
C  -2.06115  -4.57181  -1.08089  0.00
C  -1.61325  -4.97421  -2.35449  0.00
C  -0.81025  -4.12551  -3.07079  0.00
C  -0.46415  -2.89701  -2.51319  0.01
N  -0.86055  -2.47381  -1.32179  0.00
C  -1.64475  -3.29531  -0.58909  0.00
C  -1.14315  -0.12281  3.55971  0.05
C  0.04685  -0.36131  4.22271  -0.01
C  0.56895  0.60979  5.06071  0.02
C  -0.10915  1.80969  5.23751  -0.01
C  -1.31575  2.02879  4.59471  0.02
C  -1.84495  1.05909  3.75881  -0.01
H  -3.27875  -3.43711  2.38661  0.00
H  -3.96335  -5.58621  1.51601  0.00
H  -3.14855  -6.38181  -0.68819  0.00
H  -1.90565  -5.94461  -2.73819  0.00
H  -0.43575  -4.39101  -4.05169  0.00
H  0.17985  -2.23211  -3.06639  0.00
H  0.52805  -1.31801  4.08681  -0.01
H  1.49785  0.43629  5.58271  0.01
H  0.29915  2.56979  5.89261  0.01
H  -1.84795  2.95739  4.74911  0.01
H  -2.81145  1.16849  3.29041  0.01
C  -3.46525  1.03589  -4.13459  0.00
C  -2.47655  1.21459  -3.00609  0.00
S  -2.36735  -0.19601  -1.97809  -0.02
C  -1.73605  2.34349  -2.87199  0.01
C  -1.80805  3.47299  -3.87089  0.00
S  -0.61325  2.61959  -1.58429  -0.04
H  -3.98725  0.09319  -3.98869  0.00
H  -2.95395  1.00339  -5.09899  0.00
H  -4.20235  1.84129  -4.15059  0.00
H  -2.67415  3.40039  -4.52579  0.00
H  -0.90665  3.46829  -4.48729  0.00
H  -1.84355  4.42219  -3.33829  0.00
C  4.98715  2.33699  -1.65439  0.00
N  3.70915  2.50519  -1.01199  -0.01
C  2.80135  3.23809  -1.86599  0.00
C  3.09725  1.30559  -0.42809  0.02
C  2.50645  0.36199  -1.45329  -0.02
C  3.40795  -0.20561  -2.35089  0.00
C  3.00195  -0.68291  -3.58439  0.00
C  1.67155  -0.52871  -3.92459  -0.01
C  0.75945  -0.15691  -2.94419  0.00
C  1.10795  0.20109  -1.62999  0.00
H  5.43425  3.32889  -1.77849  0.00
H  4.92965  1.87059  -2.65229  0.00
H  5.64105  1.73769  -1.01999  0.00
H  3.18755  4.25299  -1.99079  0.00
H  1.81705  3.27909  -1.40729  0.00
H  2.68845  2.78349  -2.86129  0.00
H  2.30625  1.69779  0.20671  -0.02
H  3.85695  0.81809  0.19351  0.02
H  4.45505  -0.27211  -2.07879  0.00
H  3.71415  -1.12101  -4.27639  0.00
H  1.32925  -0.76371  -4.92949  0.00
H  -0.28015  -0.10211  -3.24449  0.01

Output
* total charge: -2
* HOMO-LUMO gap (alpha / beta): 4.1161 / 4.6170 eV
* 2S+1: 3
* E_HOMO (alpha / beta): 0.27 / -0.24 eV
* largest force on an atom: 3.0 eV/Å

Record 4
Formula: C55H64F3N3O2PSbSn
Source: the OMol25 dataset
Level of theory: the ωB97M-V functional and the def2-TZVPD basis

Each line ends with the Löwdin charge.
CARTESIAN COORDINATES (ANGSTROEM)
Sn  0.11972  0.00621  0.99176  1.19
C  -4.79778  -0.50759  -0.07684  -0.05
C  -4.17328  -1.46279  0.94666  -0.38
C  -5.24578  -2.18659  1.76676  -0.04
C  -3.28158  -2.46159  0.26236  -0.14
C  -3.82728  -3.38329  -0.61584  -0.03
C  -3.04218  -4.35219  -1.21864  -0.05
C  -1.68768  -4.41569  -0.93674  -0.02
C  -1.09928  -3.53869  -0.04354  -0.14
C  0.35182  -3.70969  0.31906  -0.38
C  1.24802  -3.69369  -0.91754  -0.05
C  0.52192  -5.00439  1.12036  -0.03
C  -1.90448  -2.54769  0.56776  -0.21
N  -1.32868  -1.72239  1.53196  -0.06
C  -1.47158  -2.03119  2.84186  -0.48
O  -2.24778  -2.85719  3.27056  0.12
C  -0.52288  -1.31459  3.75456  -0.16
C  -0.50988  -1.54579  5.12356  0.06
C  0.47222  -0.93549  5.89196  0.02
C  1.43842  -0.15879  5.26716  0.05
C  1.35562  0.01691  3.89226  -0.21
N  0.38022  -0.53139  3.17806  0.01
C  2.40372  0.76011  3.13056  -0.48
O  3.34532  1.27481  3.69346  0.14
N  2.20152  0.87061  1.78656  0.00
C  3.30262  1.08721  0.99186  -0.19
C  3.38382  2.25461  0.18996  -0.12
C  4.57162  2.53671  -0.45574  -0.01
C  5.67462  1.70381  -0.31884  -0.01
C  5.57692  0.53431  0.41886  -0.01
C  4.39492  0.17471  1.04266  -0.11
C  4.28012  -1.16079  1.72486  -0.36
C  5.19282  -1.21899  2.95436  -0.03
C  4.63422  -2.29099  0.75046  -0.04
C  2.23312  3.21781  0.08986  -0.37
C  2.66272  4.65501  0.39966  -0.04
C  1.62262  3.15081  -1.31464  -0.05
H  -5.42868  0.22601  0.42136  0.08
H  -5.42008  -1.05909  -0.77854  0.08
H  -4.01918  0.01821  -0.63934  0.06
H  -3.55958  -0.88339  1.64306  0.09
H  -5.95298  -2.70669  1.12706  0.08
H  -5.79518  -1.46929  2.37036  0.08
H  -4.77378  -2.90849  2.42816  0.08
H  -4.88618  -3.36839  -0.81394  0.12
H  -3.48608  -5.07159  -1.89024  0.12
H  -1.09798  -5.19199  -1.39764  0.12
H  0.66602  -2.87349  0.96696  0.09
H  0.96262  -4.46689  -1.62424  0.08
H  2.27892  -3.86939  -0.62394  0.07
H  1.17782  -2.72289  -1.41824  0.05
H  0.26332  -5.86699  0.51086  0.09
H  -0.12138  -4.99989  1.99896  0.09
H  1.55322  -5.11129  1.44696  0.08
H  -1.25128  -2.20179  5.55246  0.14
H  0.49512  -1.07169  6.96196  0.13
H  2.24472  0.31241  5.80936  0.14
H  4.66112  3.43321  -1.04944  0.12
H  6.60682  1.96101  -0.80004  0.13
H  6.43922  -0.10939  0.49046  0.13
H  3.23982  -1.31429  2.05026  0.12
H  6.23722  -1.15609  2.66066  0.09
H  5.04132  -2.15829  3.48096  0.09
H  4.97912  -0.39679  3.63396  0.07
H  5.69032  -2.26719  0.49666  0.09
H  4.05172  -2.21039  -0.16684  0.06
H  4.42682  -3.25339  1.21186  0.09
H  1.47062  2.91501  0.82036  0.08
H  3.33242  5.03771  -0.36544  0.08
H  3.16752  4.71141  1.36076  0.09
H  1.79572  5.31281  0.43066  0.08
H  2.40832  3.19481  -2.06524  0.10
H  0.95062  3.99141  -1.47644  0.09
H  1.06582  2.21641  -1.44674  0.02
C  -2.05778  3.37561  -0.30464  -0.13
C  -1.42078  3.70061  1.03706  -0.36
P  -1.21908  2.20091  2.09026  0.95
C  -2.94588  1.78001  2.61316  -0.36
C  -3.91318  2.95031  2.78086  -0.12
C  -0.31418  2.80911  3.58406  -0.36
C  -1.04458  3.81901  4.45966  -0.11
H  -2.13598  4.27761  -0.90854  0.09
H  -3.05968  2.96871  -0.18654  0.07
H  -1.45198  2.64931  -0.85404  0.02
H  -2.02848  4.42201  1.58566  0.09
H  -0.43338  4.13591  0.89026  0.07
H  -2.87068  1.20031  3.53746  0.09
H  -3.34038  1.12031  1.83886  0.05
H  -3.53328  3.72741  3.43726  0.06
H  -4.84408  2.58641  3.21466  0.09
H  -4.15858  3.40031  1.82286  0.07
H  0.63192  3.23321  3.23276  0.09
H  -0.07248  1.92901  4.18446  0.06
H  -1.31678  4.71391  3.90666  0.08
H  -0.38028  4.11871  5.26676  0.09
H  -1.93028  3.38211  4.91246  0.07
F  -2.65808  -4.96669  -5.51664  0.10
C  -2.20868  -3.92229  -4.81994  -0.26
C  -0.84668  -3.66159  -4.79344  0.02
C  -0.38728  -2.59059  -4.05144  -0.12
C  -1.28498  -1.78029  -3.37454  -0.36
C  -2.64098  -2.06229  -3.39174  -0.13
C  -3.11328  -3.13589  -4.12414  0.00
Sb  -0.54928  -0.07629  -2.30464  1.55
C  1.43292  -0.01759  -3.13524  -0.40
C  1.59402  0.13381  -4.50824  -0.12
C  2.86152  0.13071  -5.06254  0.03
C  3.95602  -0.02859  -4.22524  -0.25
F  5.18392  -0.02889  -4.74424  0.10
C  3.81302  -0.17409  -2.85394  0.02
C  2.54072  -0.16799  -2.31764  -0.14
C  -1.45648  1.58271  -3.35954  -0.37
C  -0.64028  2.56311  -3.90474  -0.13
C  -1.19818  3.64941  -4.55064  0.02
C  -2.57948  3.74831  -4.61744  -0.26
F  -3.12108  4.81191  -5.20764  0.11
C  -3.40888  2.78301  -4.06714  0.02
C  -2.83748  1.69661  -3.43064  -0.12
H  -0.17218  -4.29019  -5.35434  0.13
H  0.67342  -2.38629  -4.01594  0.10
H  -3.33238  -1.44939  -2.83284  0.09
H  -4.16468  -3.37279  -4.16044  0.13
H  0.73172  0.24011  -5.15164  0.12
H  3.00982  0.25231  -6.12504  0.13
H  4.68992  -0.27159  -2.23474  0.11
H  2.41892  -0.27929  -1.24194  0.07
H  0.43502  2.48351  -3.84334  0.09
H  -0.58628  4.41821  -4.99364  0.13
H  -4.47858  2.89721  -4.14324  0.13
H  -3.47788  0.93771  -3.00204  0.09

Output
* total charge: +2
* HOMO-LUMO gap (alpha / beta): 4.8457 / 4.3893 eV
* energy above the lowest of the compared OMol25 structures with the same formula, charge and spin: 1.287 eV
* E_HOMO (alpha / beta): -13.06 / -12.80 eV
* largest force on an atom: 2.4 eV/Å